This record from the Open Molecules 2025 dataset describes the molecule CHN3OS at a distorted geometry. The level of theory is ωB97M-V with the def2-TZVPD basis set.

XYZ file:
```
7
Properties=species:S:1:pos:R:3:forces:R:3
S -2.23708 -0.39670 0.65185 0.65 0.17 -0.40
C -0.75864 -0.05666 0.02281 0.64 0.06 1.24
N -0.41128 0.29302 -1.31493 0.75 -0.10 -0.04
N 0.81828 0.39330 -1.45149 -0.77 -0.28 1.00
O 1.46724 0.16223 -0.22412 -0.05 0.11 -0.01
N 0.44971 -0.00751 0.69334 -1.23 -0.19 -0.85
H 0.67177 -0.38767 1.62255 0.02 0.22 -0.94
```
Positions in Å, forces in eV/Å.

Values from the calculation:
E_HOMO in eV: -9.284
Orbital gap in eV: 8.4
SMILES: S=c1nno[nH]1
Energy relative to the best compared isomer or geometry (same formula, charge and spin) in kcal/mol: 84.5

natural (NBO) population analysis, charges in e, atoms 1 to 6: -0.08, 0.11, -0.19, 0.20, -0.17, -0.30